(1)
The following is a quantum chemistry calculation of a cluster of 2 separate species, ClHNP in total at a distorted geometry, from the OMol25 dataset.

XYZ file:
```
4
Properties=species:S:1:pos:R:3
N -1.808 -0.753 -0.178
P -1.410 0.649 -0.118
Cl 1.282 -0.420 -0.152
H 1.936 0.524 0.448
```

The calculation puts the lowest unoccupied orbital energy at 0.12 eV. As for the structure (SMILES): N#P.Cl. For the total energy, the calculation gives -856.85191 Ha. As for the multiplicity: 1. As for the HOMO-LUMO gap: 10.77 eV.

(2)
The following is a quantum chemistry calculation of the molecule ClHO4 at a distorted geometry, from the OMol25 dataset.

XYZ file:
```
6
Properties=species:S:1:pos:R:3
O 0.852 0.743 -1.392
O 0.555 -1.344 -0.534
O 1.193 0.354 0.947
O -1.411 0.393 0.240
Cl 0.553 -0.024 -0.228
H -1.742 -0.122 0.968
```

The calculation puts the lowest unoccupied orbital energy (spin up / spin down) at -2.29 / -2.29 eV. For the total energy, the calculation gives -761.39925 Ha. As for the multiplicity: 1. As for the HOMO-LUMO gap (spin up / spin down): 9.90 / 9.90 eV.

(3)
The following is a quantum chemistry calculation of a cluster of 2 separate species, ClI2PS in total at a distorted geometry, from the OMol25 dataset.

XYZ file:
```
5
Properties=species:S:1:pos:R:3
P -0.078 -0.080 0.046
S -2.110 0.978 -1.680
Cl -0.640 0.171 1.970
I 0.961 -2.436 0.010
I 1.867 1.367 -0.346
```

The calculation puts the lowest unoccupied orbital energy (spin up / spin down) at -1.14 / -2.54 eV. For the total energy, the calculation gives -1795.08517 Ha. As for the multiplicity: 3. As for the HOMO-LUMO gap (spin up / spin down): 7.74 / 6.87 eV.

(4)
The following is a quantum chemistry calculation of a structure of composition ClK2, from the OMol25 dataset.

XYZ file:
```
3
Properties=species:S:1:pos:R:3
K 0.965 2.696 -0.245
K -0.563 -2.810 0.389
Cl -0.402 0.114 -0.144
```

The calculation puts the lowest unoccupied orbital energy (spin up / spin down) at -0.81 / 0.52 eV. For the total energy, the calculation gives -1660.06776 Ha. As for the multiplicity: 2. As for the HOMO-LUMO gap (spin up / spin down): 1.95 / 9.74 eV.

(5)
The following is a quantum chemistry calculation of a structure of composition ClN2O10Rb at a distorted geometry, from the OMol25 dataset.

XYZ file:
```
14
Properties=species:S:1:pos:R:3
Rb 1.722 0.325 -0.849
Cl -1.129 3.124 -0.712
O -0.116 3.639 0.130
O -0.791 1.826 -1.225
O -2.415 2.954 0.023
O -1.356 4.007 -1.787
N -1.104 -2.535 -0.936
O -2.324 -2.492 -1.380
O -0.806 -3.413 -0.112
O -0.272 -1.729 -1.418
N 2.148 -1.405 2.083
O 1.731 -0.272 2.390
O 2.894 -1.591 1.061
O 1.818 -2.438 2.734
```

The calculation puts the lowest unoccupied orbital energy at 3.84 eV. The net charge is -2. For the total energy, the calculation gives -1345.82259 Ha. As for the multiplicity: 1. As for the HOMO-LUMO gap: 6.06 eV.

(6)
The following is a quantum chemistry calculation of the molecule ClNO2S at a distorted geometry, from the OMol25 dataset.

XYZ file:
```
5
Properties=species:S:1:pos:R:3
N 0.930 -0.202 -0.538
O 1.757 0.643 -0.619
O -0.240 -0.268 0.038
S -2.043 0.455 0.885
Cl -3.468 -0.483 -0.273
```

The calculation puts the lowest unoccupied orbital energy at -2.66 eV. As for the structure (SMILES): O=NOSCl. For the total energy, the calculation gives -1063.41845 Ha. As for the multiplicity: 1. As for the HOMO-LUMO gap: 7.05 eV.